a.
C39H38AsBaCl4N11O4P2 | wB97M-V/def2-TZVPD

Each line ends with the Mulliken charge.
Geometry (Å):
Ba  1.33  -0.65  -1.33  1.509
N  -0.77  -2.05  -4.80  0.001
C  0.55  -2.51  -4.66  -0.057
N  1.05  -3.35  -5.55  -0.483
N  2.28  -3.63  -5.07  -0.702
N  2.48  -2.99  -3.97  -0.349
N  1.38  -2.26  -3.66  0.550
C  -1.20  -0.79  -4.43  0.166
N  -2.27  -0.23  -5.00  -0.731
N  -2.41  0.94  -4.35  -0.773
N  -1.48  1.07  -3.47  -0.279
N  -0.68  -0.03  -3.47  0.623
H  -1.18  -2.37  -5.66  0.299
O  -0.24  0.98  0.18  0.701
P  -1.32  0.97  1.20  0.056
C  -1.65  -0.68  1.89  -1.374
P  -1.77  -2.04  0.68  1.478
O  -0.54  -2.25  -0.12  -0.814
C  -2.08  -3.45  1.77  0.458
C  -0.96  -3.93  2.46  -0.809
C  -1.09  -5.00  3.33  -0.632
C  -2.33  -5.60  3.51  -0.477
C  -3.44  -5.14  2.81  -0.672
C  -3.31  -4.07  1.94  -0.336
C  -3.22  -1.71  -0.32  0.451
C  -3.07  -1.78  -1.70  -1.254
C  -4.13  -1.42  -2.53  -0.615
C  -5.32  -0.99  -1.98  -0.861
C  -5.47  -0.91  -0.60  -0.593
C  -4.42  -1.26  0.23  0.198
C  -2.88  1.58  0.57  0.763
C  -3.01  1.65  -0.82  -0.986
C  -4.22  2.04  -1.38  -0.413
C  -5.29  2.38  -0.57  -0.753
C  -5.16  2.33  0.82  -0.609
C  -3.96  1.92  1.39  -0.856
C  -0.89  2.00  2.63  0.844
C  -1.44  1.84  3.89  -0.389
C  -1.05  2.67  4.93  -0.756
C  -0.09  3.65  4.71  -0.580
C  0.47  3.80  3.45  -0.588
C  0.08  2.98  2.41  -0.684
H  -2.58  -0.65  2.47  0.558
H  -0.82  -0.92  2.55  0.883
H  0.01  -3.46  2.31  0.506
H  -0.22  -5.37  3.86  0.430
H  -2.43  -6.45  4.18  0.355
H  -4.40  -5.62  2.93  0.393
H  -4.17  -3.72  1.38  0.372
H  -2.13  -2.10  -2.13  0.628
H  -3.98  -1.43  -3.60  0.474
H  -6.13  -0.68  -2.63  0.397
H  -6.40  -0.55  -0.17  0.396
H  -4.53  -1.16  1.31  0.368
H  -2.19  1.39  -1.47  0.574
H  -4.30  2.05  -2.46  0.564
H  -6.23  2.68  -1.01  0.384
H  -5.99  2.60  1.45  0.373
H  -3.86  1.89  2.47  0.352
H  -2.16  1.06  4.09  0.332
H  -1.47  2.54  5.92  0.395
H  0.23  4.29  5.52  0.362
H  1.23  4.55  3.28  0.445
H  0.53  3.06  1.43  0.398
Cl  7.69  -3.01  1.70  -0.267
C  6.55  -2.06  0.79  0.321
C  6.99  -1.10  -0.09  0.124
Cl  8.69  -0.83  -0.33  -0.273
C  6.05  -0.34  -0.81  0.379
Cl  6.58  0.92  -1.90  -0.271
C  4.67  -0.52  -0.69  -0.727
O  3.79  0.20  -1.31  -0.467
C  4.20  -1.53  0.26  -0.210
O  2.93  -1.67  0.44  -0.629
C  5.17  -2.26  0.96  0.376
Cl  4.59  -3.42  2.13  -0.269
C  3.61  1.34  4.21  -1.130
N  2.90  1.07  2.97  0.518
C  3.71  1.18  1.75  -0.796
C  1.92  0.18  3.04  0.296
N  1.01  -0.52  3.15  -0.677
H  4.40  0.60  4.39  0.321
H  2.90  1.32  5.04  0.376
H  4.06  2.33  4.15  0.306
H  4.56  0.49  1.78  0.380
H  4.08  2.20  1.67  0.407
H  3.12  0.95  0.87  0.050
C  0.88  3.88  -3.67  -1.230
As  1.91  2.50  -2.73  0.714
C  3.55  3.50  -2.38  -1.062
C  2.55  1.52  -4.30  -0.971
H  1.47  4.32  -4.48  0.385
H  0.59  4.66  -2.97  0.344
H  -0.02  3.42  -4.07  0.305
H  3.92  3.99  -3.28  0.367
H  4.29  2.78  -2.02  0.124
H  3.38  4.25  -1.60  0.330
H  2.96  2.21  -5.04  0.432
H  1.72  0.96  -4.73  0.275
H  3.32  0.82  -3.97  0.241

Output
total charge = -2
HOMO level = -1.56 eV
LUMO = 3.42 eV


b.
C39H38AsBaCl4N11O4P2 | wB97M-V/def2-TZVPD

Each line ends with the Mulliken charge.
Geometry (Å):
Ba  0.16  0.10  -0.49  2.712
N  -0.60  2.16  2.95  -0.123
C  -1.76  1.93  2.25  0.041
N  -2.92  2.49  2.62  -0.588
N  -3.80  2.08  1.71  -0.932
N  -3.20  1.31  0.85  -0.375
N  -1.90  1.19  1.16  0.763
C  0.59  1.45  2.92  0.083
N  1.40  1.43  3.97  -0.656
N  2.45  0.71  3.56  -0.617
N  2.27  0.31  2.34  -0.103
N  1.09  0.77  1.88  0.118
H  -0.76  2.59  3.85  0.276
O  -0.92  1.94  -1.66  -1.230
P  -1.92  1.54  -2.66  2.086
C  -2.98  0.13  -2.16  -1.327
P  -2.33  -1.57  -2.12  1.159
O  -1.23  -1.76  -1.18  -0.758
C  -1.90  -2.12  -3.78  0.649
C  -2.88  -2.37  -4.74  -0.783
C  -2.52  -2.86  -5.98  -0.718
C  -1.18  -3.10  -6.27  -0.701
C  -0.20  -2.84  -5.31  -0.244
C  -0.56  -2.36  -4.06  -0.349
C  -3.75  -2.62  -1.68  0.506
C  -5.07  -2.21  -1.67  -0.213
C  -6.08  -3.10  -1.35  -0.702
C  -5.77  -4.41  -1.01  -0.428
C  -4.44  -4.82  -1.00  -0.511
C  -3.44  -3.93  -1.33  -0.721
C  -3.11  2.86  -2.96  0.279
C  -3.10  3.61  -4.13  -0.492
C  -3.99  4.67  -4.27  -0.680
C  -4.88  4.97  -3.25  -0.444
C  -4.87  4.23  -2.08  -0.776
C  -3.99  3.17  -1.93  -0.466
C  -1.09  1.14  -4.21  0.265
C  -1.76  0.76  -5.37  -0.016
C  -1.04  0.46  -6.51  -0.758
C  0.35  0.52  -6.49  -0.813
C  1.02  0.89  -5.34  -0.152
C  0.30  1.21  -4.19  -1.383
H  -3.84  0.15  -2.84  0.697
H  -3.31  0.37  -1.13  0.270
H  -3.93  -2.22  -4.50  0.411
H  -3.28  -3.07  -6.73  0.367
H  -0.89  -3.48  -7.24  0.394
H  0.84  -3.03  -5.52  0.371
H  0.21  -2.17  -3.31  0.312
H  -5.33  -1.18  -1.90  0.252
H  -7.11  -2.77  -1.33  0.385
H  -6.55  -5.10  -0.74  0.365
H  -4.19  -5.84  -0.71  0.444
H  -2.40  -4.24  -1.30  0.356
H  -2.40  3.38  -4.92  0.366
H  -3.98  5.26  -5.18  0.395
H  -5.57  5.80  -3.36  0.360
H  -5.55  4.47  -1.27  0.463
H  -3.96  2.61  -1.00  0.180
H  -2.84  0.70  -5.38  0.454
H  -1.56  0.16  -7.41  0.387
H  0.91  0.25  -7.38  0.400
H  2.10  0.91  -5.30  0.412
H  0.82  1.52  -3.29  1.027
Cl  6.05  1.29  -4.81  -0.263
C  4.77  0.47  -3.97  0.262
C  4.52  -0.86  -4.22  0.280
Cl  5.47  -1.74  -5.38  -0.272
C  3.48  -1.50  -3.52  0.658
Cl  3.14  -3.18  -3.85  -0.240
C  2.68  -0.86  -2.58  -0.460
O  1.68  -1.42  -1.98  -0.720
C  2.95  0.55  -2.31  -0.533
O  2.19  1.18  -1.48  -0.956
C  3.99  1.15  -3.02  0.298
Cl  4.27  2.84  -2.74  -0.265
C  4.01  -2.10  3.28  -1.123
N  3.09  -2.73  2.34  0.011
C  3.57  -2.87  0.97  -1.054
C  1.79  -2.63  2.50  0.488
N  0.64  -2.61  2.65  -0.483
H  4.74  -2.83  3.62  0.307
H  3.46  -1.68  4.12  0.431
H  4.52  -1.26  2.80  0.321
H  4.43  -3.55  0.95  0.319
H  3.88  -1.90  0.56  0.335
H  2.78  -3.27  0.34  0.387
C  -2.61  -3.84  2.52  -1.165
As  -2.61  -1.92  2.06  0.938
C  -2.33  -1.19  3.86  -1.284
C  -4.58  -1.76  2.07  -1.053
H  -3.19  -4.04  3.42  0.405
H  -1.58  -4.17  2.67  0.337
H  -3.04  -4.40  1.69  0.187
H  -2.86  -1.79  4.61  0.438
H  -2.70  -0.17  3.88  0.387
H  -1.26  -1.19  4.08  0.226
H  -5.01  -2.17  3.00  0.459
H  -5.00  -2.30  1.22  0.155
H  -4.85  -0.71  1.98  0.294

Output
total charge = -2
HOMO level = -1.63 eV
LUMO = 3.57 eV


Which structure wins on stability? a wins.


a.
C5H18O3 | wB97M-V/def2-TZVPD

Each line ends with the Mulliken charge.
Geometry (Å):
C  2.07  -1.39  1.18  -1.274
C  0.65  -1.13  0.73  -0.148
C  0.65  0.09  -0.26  -0.624
C  1.07  -0.23  -1.69  -0.478
C  2.56  -0.11  -1.95  -1.164
H  2.24  -2.22  1.82  0.382
H  2.28  -0.56  1.85  0.339
H  2.93  -1.29  0.53  0.251
H  0.03  -0.86  1.63  0.175
H  0.08  -1.93  0.24  0.334
H  -0.29  0.59  -0.27  0.348
H  1.45  0.78  0.00  0.279
H  0.69  -1.09  -2.20  0.446
H  0.54  0.40  -2.49  0.237
H  2.92  -0.35  -2.99  0.348
H  2.78  0.92  -1.75  0.309
H  3.09  -0.87  -1.37  0.242
H  0.09  -1.40  5.96  0.315
H  0.83  -0.55  4.82  0.328
O  0.00  -0.81  5.23  -0.641
H  -3.18  0.49  1.21  0.314
H  -3.57  -0.84  1.94  0.317
O  -3.33  -0.44  1.09  -0.633
H  -3.14  4.33  -4.40  0.322
H  -2.53  2.79  -4.39  0.324
O  -2.85  3.55  -4.88  -0.647

Output
SMILES string = CCCCC.O.O.O
total charge = 0
HOMO level = -10.41 eV
LUMO = 0.60 eV


b.
C5H18O3 | wB97M-V/def2-TZVPD

Each line ends with the Mulliken charge.
Geometry (Å):
C  -1.58  -1.64  1.42  -1.576
C  -1.25  -1.50  -0.07  -0.669
C  0.00  -0.54  -0.33  -0.222
C  0.28  -0.39  -1.79  -0.661
C  1.70  0.10  -2.12  -1.188
H  -2.19  -2.41  1.52  0.407
H  -2.10  -0.75  1.72  0.437
H  -0.68  -1.52  2.14  0.491
H  -2.12  -1.18  -0.62  0.525
H  -1.02  -2.58  -0.32  0.330
H  -0.79  0.34  -0.04  -0.076
H  0.87  -0.71  0.27  0.598
H  0.39  -1.49  -2.32  0.246
H  -0.43  -0.03  -2.46  0.524
H  2.02  0.82  -1.39  0.273
H  2.37  -0.68  -2.01  0.418
H  1.76  0.43  -3.40  0.217
H  0.07  -3.74  1.37  0.334
H  0.69  -2.43  1.23  0.255
O  0.82  -3.21  1.74  -0.655
H  0.66  2.96  -1.04  0.356
H  1.31  2.12  -0.01  0.312
O  1.14  3.14  -0.24  -0.681
H  -0.80  3.84  0.30  0.316
H  -0.66  3.02  1.59  0.295
O  -1.24  3.55  1.10  -0.606

Output
SMILES string = CCCCC.O.O.O
total charge = 0
HOMO level = -10.58 eV
LUMO = 0.52 eV


Which structure wins on stability? a wins.